ORCA calculation (the ωB97M-V functional and the def2-TZVPD basis) on C39H87Cs2N9O23S3 as an isolated structure in a non-equilibrium geometry.

The geometry in XYZ format:
```
163
Properties=species:S:1:pos:R:3:mulliken_charge:R:1
Cs -1.0902 2.9522 -2.1696 1.108
Cs -1.8347 -1.6588 0.2085 1.283
S 0.8918 0.4822 -0.5746 0.732
O -0.3585 1.0271 -0.0802 -1.075
O 1.1117 0.9300 -1.9837 -0.682
O 1.8514 0.8933 0.4026 -0.257
O 0.7884 -0.9425 -0.6180 -1.802
C -5.3968 -2.0718 -3.9530 -0.996
C -4.9386 -1.2550 -2.8403 0.468
O -3.8763 -1.4406 -2.3000 -0.293
N -5.7549 -0.2599 -2.5305 -0.120
C -5.4855 0.7640 -1.4986 -0.987
H -6.4601 -2.3116 -3.9566 0.431
H -4.8055 -2.9846 -3.8803 0.065
H -5.0118 -1.5622 -4.8362 0.226
H -6.7255 -0.2095 -2.8050 0.286
H -5.3211 0.2766 -0.5376 0.382
H -6.3911 1.3684 -1.4487 0.363
H -4.7984 1.4903 -1.9327 0.167
C 6.4697 1.5054 5.1564 -1.030
C 5.0763 2.1918 5.0243 0.761
O 4.4810 2.6590 5.9823 -0.663
N 4.7296 2.3629 3.7571 -0.100
C 3.3837 2.8069 3.2775 -0.262
H 6.7022 1.5835 6.2185 0.320
H 7.1926 2.1647 4.6759 0.364
H 6.4564 0.4911 4.7577 0.135
H 5.3469 2.0049 3.0423 0.219
H 3.4784 3.8760 3.0873 0.444
H 2.6251 2.7198 4.0553 0.335
H 3.0756 2.2223 2.4107 -0.461
C -1.4412 -4.6572 4.4859 -1.462
C -1.4325 -3.1446 4.1363 0.724
O -1.7017 -2.8491 2.9822 -0.354
N -1.0998 -2.1998 4.9965 0.364
C -0.6468 -2.4401 6.3885 -1.038
H -2.2445 -4.9018 5.1810 0.383
H -0.5571 -5.1312 4.9123 0.372
H -1.7104 -5.1627 3.5585 0.307
H -1.0634 -1.2590 4.6309 -0.174
H 0.4320 -2.3010 6.3186 0.291
H -0.8390 -3.4396 6.7786 0.395
H -1.0107 -1.6794 7.0792 0.319
C 1.2575 -0.3190 3.3583 -0.375
C 0.2582 0.7978 3.6940 0.251
O -0.4115 0.8260 4.7249 -0.788
N 0.1716 1.7758 2.7773 1.573
C -0.3950 3.0496 2.9993 -1.108
H 2.0025 0.0532 2.6551 -0.018
H 0.5295 -0.9664 2.8695 -0.001
H 1.7017 -0.8742 4.1844 0.377
H 0.7190 1.7375 1.9293 -0.651
H 0.1862 3.6083 3.7329 0.255
H -1.4554 3.0329 3.2509 0.111
H -0.2224 3.4397 1.9963 0.411
C 1.6305 -4.0483 -1.0043 -0.996
C 3.0144 -3.6213 -0.4728 0.717
O 3.8993 -4.4489 -0.2491 -0.773
N 3.2045 -2.3495 -0.0669 0.873
C 4.3820 -1.7449 0.5873 -0.931
H 0.7758 -3.5033 -0.6037 0.199
H 1.5382 -5.1318 -1.0789 0.515
H 1.6420 -3.9286 -2.0876 0.167
H 2.4070 -1.7315 -0.1141 -0.426
H 5.0693 -2.4367 1.0744 0.355
H 4.2054 -0.9585 1.3211 0.145
H 4.8746 -1.2158 -0.2285 0.334
C -3.6399 1.1785 3.8750 -0.215
C -4.7001 0.1240 3.5550 0.352
O -5.2106 -0.0968 2.4675 -0.644
N -5.1940 -0.5831 4.5331 -0.215
C -6.3170 -1.6318 4.3760 -0.909
H -2.9795 1.1926 3.0079 -0.500
H -2.9765 0.9562 4.7109 0.482
H -4.2170 2.0585 4.1590 0.465
H -4.6138 -0.6392 5.3580 0.302
H -6.0482 -2.4596 5.0322 0.337
H -6.3722 -2.0304 3.3630 0.284
H -7.3072 -1.2793 4.6647 0.283
C 2.6941 2.3390 -4.2806 -0.428
C 3.3019 0.9320 -4.4036 0.521
O 4.4722 0.9317 -4.9091 -0.747
N 2.6263 -0.1326 -3.9488 0.681
C 3.1542 -1.4223 -3.8973 -1.025
H 1.6160 2.3020 -4.4367 0.084
H 3.0052 3.0441 -5.0515 0.476
H 2.9234 2.6864 -3.2733 -0.118
H 2.0204 0.1509 -3.1921 -0.232
H 4.2244 -1.3519 -3.7027 0.376
H 2.9333 -1.9231 -4.8400 0.310
H 2.8248 -2.0104 -3.0407 0.180
C 4.9870 1.8872 -1.0685 -0.735
C 4.4898 3.3616 -0.9126 0.496
O 4.9752 4.2734 -1.4137 -0.636
N 3.3611 3.4753 -0.2178 0.516
C 2.5031 4.6808 -0.3241 -1.051
H 5.3751 1.6859 -2.0670 0.476
H 4.1183 1.2385 -0.9566 -0.068
H 5.7689 1.4891 -0.4217 0.404
H 3.0589 2.7039 0.3600 -0.433
H 2.3002 5.0247 -1.3383 0.308
H 3.0626 5.4595 0.1943 0.407
H 1.5375 4.7061 0.1809 0.242
C -0.9838 -0.5761 -6.2114 -1.066
C -2.1196 -1.5480 -5.6757 0.640
O -3.1209 -1.7155 -6.3607 -0.693
N -1.7411 -2.1190 -4.4665 0.297
C -0.4943 -1.8995 -3.6515 -0.255
H -1.1341 -0.4723 -7.2860 0.379
H 0.0136 -0.9843 -6.0487 0.377
H -1.1100 0.4012 -5.7454 0.147
H -2.4404 -2.8109 -4.2378 0.011
H 0.1543 -2.7701 -3.7495 0.180
H -0.8006 -1.7850 -2.6117 0.093
H -0.0468 -0.9326 -3.8815 -0.092
C 3.7180 -3.9043 3.4917 -0.233
C 4.7172 -5.0536 3.7247 -0.478
O 5.9585 -4.4845 3.5346 -0.372
S 5.9210 -2.9869 4.2587 1.148
O 6.7454 -2.0252 3.5346 -0.551
O 6.1834 -3.1773 5.7291 -0.584
O 4.3351 -2.7015 3.8631 -0.039
H 3.1191 -3.7600 4.3909 0.329
H 3.1342 -3.9813 2.5744 0.101
H 4.5959 -5.9597 3.1310 0.326
H 4.6258 -5.3525 4.7689 0.356
C -0.9029 -7.9887 -2.2698 -0.330
C -0.8159 -7.1265 -3.6143 -0.348
O -1.9673 -6.2835 -3.7193 -0.361
S -2.5738 -5.9611 -2.1765 1.035
O -3.9330 -6.3896 -2.1384 -0.589
O -2.1713 -4.6932 -1.5576 -0.123
O -1.5957 -7.0384 -1.4520 -0.348
H 0.0843 -8.3180 -1.9455 0.342
H -1.5220 -8.8483 -2.5266 0.337
H -0.9003 -7.6945 -4.5408 0.304
H 0.0471 -6.4759 -3.7561 0.232
C -0.5813 7.4011 -4.4048 -0.548
C 0.2992 6.8212 -5.5748 -0.660
C 0.3010 5.3022 -5.2773 -0.344
O -0.0613 5.2133 -3.9540 -0.143
C -1.0227 6.2195 -3.6141 -0.485
H -1.3861 7.9885 -4.8469 0.282
H -0.0423 7.9581 -3.6385 0.280
H 1.3048 7.2288 -5.4711 0.256
H 0.0394 7.2327 -6.5501 0.406
H 1.2941 4.8844 -5.4424 0.070
H -0.3432 4.6506 -5.8676 0.326
H -1.0983 6.4415 -2.5497 0.310
H -1.9957 5.8187 -3.8981 0.284
C -5.0431 3.5740 1.4344 -0.579
C -5.8862 4.2397 0.3595 -0.583
C -4.9807 4.2007 -0.8928 -0.590
O -3.7848 3.5909 -0.4897 -0.040
C -4.0261 2.8203 0.7496 1.380
H -5.5983 3.0162 2.1884 0.290
H -4.4996 4.3087 2.0285 0.368
H -5.9994 5.3009 0.5812 0.281
H -6.8342 3.7301 0.1866 0.263
H -4.8451 5.1270 -1.4510 0.373
H -5.4408 3.6593 -1.7195 0.247
H -3.1211 2.5569 1.2972 -0.555
H -4.4670 1.8579 0.4898 -0.797
```

Properties
Frontier orbital gap in eV: 8.048
Net charge: 0
Max |F| in eV/Å: 7.1